Formula: C11H12NO2
Source: OMol25
Level of theory: ωB97M-V with the def2-TZVPD basis set

The value obtained for the total energy is -17188.0376 eV. Its net charge is -1. For the highest occupied orbital energy, the calculation gives -0.16041 hartree. Its orbital gap is 0.2884 hartree.

CARTESIAN COORDINATES (ANGSTROEM)
1 C 0.909585 -2.787246 -0.552729
2 C 1.829178 -1.851533 -1.403350
3 O 1.428800 -1.758786 -2.594056
4 O 2.810153 -1.317688 -0.853744
5 H -0.071690 -2.663871 -0.982848
6 H 1.036113 -2.594447 0.516822
7 H 1.216369 -3.827144 -0.665191
8 C 1.114617 1.949956 2.424530
9 C 1.559350 1.133537 -0.011581
10 C 0.776063 1.313399 1.078612
11 C -0.436269 0.527448 -0.702302
12 C -0.548967 0.928965 0.654231
13 C -1.510350 0.200394 -1.529666
14 C -1.834071 0.771825 1.184171
15 C -2.773205 0.088393 -0.985157
16 C -2.928479 0.494045 0.365621
17 N 0.846114 0.782534 -1.129873
18 H 2.611824 1.227187 -0.199842
19 H 1.201848 0.588446 -2.051166
20 H 1.699622 1.261270 3.027332
21 H 0.133720 2.051686 2.888600
22 H -1.222382 -0.235938 -2.485341
23 H -2.056139 1.093498 2.193285
24 H -3.714625 -0.307437 -1.340330
25 H -3.757555 0.085330 0.944516
26 H 1.680388 2.846176 2.209456

Cartesian forces, eV/Å:
1.1 0.2 0.1
-0.5 -1.0 0.0
0.3 0.6 -0.1
0.2 0.0 -0.1
-0.5 -0.1 0.4
-0.5 0.3 -0.1
0.1 -0.1 -0.4
-0.4 -1.5 -1.4
0.8 0.4 -1.3
-0.5 0.1 0.5
-0.1 1.5 -0.9
-0.1 -0.8 -0.8
-0.1 -1.5 -0.5
-0.2 1.6 -0.1
-0.1 0.8 1.8
1.0 -1.8 0.9
-1.0 -0.2 1.4
0.3 0.2 0.5
0.3 -0.6 0.2
0.2 0.1 0.2
0.3 0.7 0.4
-0.4 0.4 -0.2
0.1 -0.3 0.3
0.4 -0.1 -1.1
-0.6 0.7 -0.4
-0.2 0.5 0.6


Formula: C11H12NO2
Source: OMol25
Level of theory: ωB97M-V with the def2-TZVPD basis set

The value obtained for the total energy is -17188.8351 eV. Its net charge is -1. For the highest occupied orbital energy, the calculation gives -0.16420 hartree. Its orbital gap is 0.2869 hartree.

CARTESIAN COORDINATES (ANGSTROEM)
1 C -0.231237 -2.999552 -1.433200
2 C 0.870161 -0.869149 -0.473727
3 C -0.821033 0.530249 -0.259083
4 C -0.246869 -1.630904 -0.813107
5 C -1.315369 -0.704860 -0.726333
6 C -1.689799 1.620373 -0.042175
7 C -3.020044 1.355840 -0.016962
8 C -2.690185 -0.823193 -1.006383
9 C -3.547814 0.158150 -0.539013
10 N 0.554267 0.409621 -0.188773
11 H 1.332457 1.160705 -0.022483
12 H 1.903328 -1.168854 -0.533754
13 H -1.262930 2.563339 0.280106
14 H -1.040048 -3.580382 -0.968349
15 H 0.645903 -3.537159 -1.079727
16 H -3.715793 2.112942 0.317588
17 H -2.995645 -1.725048 -1.528191
18 H -4.585929 -0.148802 -0.472280
19 H -0.272135 -2.938978 -2.519664
20 C 3.102991 1.014749 2.220894
21 C 3.255272 2.029102 1.097270
22 O 2.731785 1.694786 -0.037041
23 O 3.847644 3.099872 1.292632
24 H 2.440929 1.397874 3.000290
25 H 4.104064 0.868199 2.617420
26 H 2.646028 0.111081 1.834045

Cartesian forces, eV/Å:
-0.3 0.2 1.5
-0.4 -0.9 -0.7
0.6 0.2 -0.7
1.5 0.9 -0.4
-1.1 -0.1 -0.1
1.7 -0.5 0.9
-1.5 0.1 -0.5
0.6 -0.1 0.6
0.3 -1.1 -0.1
-0.7 1.0 0.6
-0.1 -0.8 -0.1
0.1 0.0 0.2
-0.2 0.1 0.0
-0.2 0.0 -0.7
0.4 0.1 -0.4
0.0 0.1 0.0
-0.5 0.0 0.3
-0.2 0.7 -0.2
-0.2 -0.4 0.0
-0.1 0.3 0.0
-0.4 0.8 -1.5
0.3 0.3 0.8
0.0 -0.5 0.5
0.2 0.2 0.1
-0.1 -0.3 0.3
0.2 -0.3 0.0